[1]
Computed, not measured: an isolated molecule of H5N2OPS2 at a distorted geometry, with ωB97M-V with the def2-TZVPD basis set.

Each atom is followed by the atoms it is bonded to, with distances in Å.
Cartesian coordinates (Å):
1 S 2.476 -1.087 1.738  P2 1.936
2 P 1.046 -0.634 0.512  S1 1.936, S5 2.145, N7 1.726, O11 2.120
3 H -1.331 -0.662 -0.421  N8 0.970
4 H 0.225 -0.977 -1.895  S5 1.395
5 S 0.343 -2.015 -0.971  P2 2.145, H4 1.395
6 H -0.522 0.852 1.681  N7 1.056
7 N -0.460 0.067 0.978  P2 1.726, H6 1.056, N8 1.366
8 N -1.415 0.203 0.010  H3 0.970, N7 1.366, H9 1.050
9 H -1.190 0.921 -0.721  N8 1.050
10 H 2.055 1.440 -0.314  O11 0.958
11 O 1.376 0.986 -0.814  P2 2.120, H10 0.958

LUMO level ... -0.2 eV
E ... -36067.0160 eV
SMILES ... NN[P@@](O)(=S)S
Largest force on an atom ... 4.05 eV Å⁻¹
Energy above the lowest of the compared OMol25 structures with the same formula, charge and spin ... 1.7365 eV
Frontier orbital gap ... 9.05 eV
Total charge ... 0

Calculated atomic charges, method Löwdin, unit e: atom 1 (S): 0.2094, atom 2 (P): 0.1223, atom 3 (H): -0.0741, atom 4 (H): -0.1136, atom 5 (S): 0.4899, atom 6 (H): 0.1306, atom 7 (N): -0.3588, atom 8 (N): -0.0915, atom 9 (H): 0.0982, atom 10 (H): -0.0354, atom 11 (O): -0.3771

---

[2]
Computed, not measured: a cluster of 7 separate species, C40H59F3IN2O20 in total at a distorted geometry, with ωB97M-V with the def2-TZVPD basis set.

Each atom is followed by the atoms it is bonded to, with distances in Å.
Cartesian coordinates (Å):
1 C 5.629 -1.024 0.834  C70 1.355, F90 1.346, F122 1.329
2 C 3.193 7.900 1.671  O29 1.355, O76 1.190, O102 1.362
3 C 0.013 -2.316 -1.023  H34 1.119, C55 1.560, H66 1.115, C118 1.563
4 H -0.701 -0.909 1.407  C52 1.114
5 H 2.253 -6.021 -7.635  C84 1.092
6 I 0.448 1.481 -4.658  N105 2.093
7 C 1.614 1.551 2.309  H21 1.110, H24 1.117, C65 1.580, C111 1.567
8 H 3.567 1.903 1.374  C65 1.106
9 H 0.638 0.178 4.143  C23 1.113
10 N 2.358 1.368 -2.521  N105 1.291, C107 1.340
11 H 2.274 -1.116 2.211  C22 1.111
12 C 4.666 8.459 0.072  O29 1.426, C60 1.505, H82 1.092, H112 1.088
13 C 0.610 2.312 -0.454  C59 1.446, O88 1.345, C116 1.459
14 C -4.296 -3.805 -5.345  H27 1.094, C44 1.501, O57 1.429, H104 1.089
15 H -6.649 -6.971 0.530  C95 1.093
16 O -3.918 7.560 5.297  C32 1.425, C77 1.358
17 O -2.405 6.972 3.746  C75 1.425, C77 1.362
18 H 1.648 -3.517 -5.980  C62 1.093
19 C -5.027 -8.417 0.544  H37 1.092, O50 1.427, H72 1.089, C95 1.505
20 H 1.461 -2.994 0.547  C118 1.117
21 H 0.895 0.808 1.905  C7 1.110
22 C 1.775 -1.423 3.155  H11 1.111, C23 1.593, C106 1.573, H117 1.119
23 C 1.694 -0.175 4.141  H9 1.113, C22 1.593, H99 1.108, C111 1.581
24 H 1.034 2.375 2.790  C7 1.117
25 H -0.322 -1.689 3.696  C106 1.121
26 H 1.971 -3.633 -7.723  C62 1.089
27 H -5.325 -4.122 -5.158  C14 1.094
28 O -4.484 -1.146 -7.448  C85 1.192
29 O 3.914 8.939 1.185  C2 1.355, C12 1.426
30 H 3.642 -0.800 -1.939  C58 1.115
31 H 3.088 7.527 -1.096  C60 1.093
32 C -4.614 6.780 4.327  O16 1.425, H71 1.093, C75 1.506, H108 1.089
33 H 1.390 -1.242 0.257  C118 1.122
34 H -0.675 -1.447 -1.177  C3 1.119
35 H -3.722 5.881 2.563  C75 1.089
36 C -1.884 1.618 1.998  H46 1.110, H67 1.114, H94 1.115, C120 1.561
37 H -4.830 -9.386 1.008  C19 1.092
38 H 3.497 0.569 3.089  C111 1.113
39 C -4.208 -6.804 1.875  O50 1.361, O89 1.358, O103 1.190
40 H -0.172 -4.477 -0.857  C55 1.116
41 H 4.950 1.691 -1.877  C110 1.116
42 C -1.455 -3.749 -2.558  H45 1.120, C55 1.571, H73 1.122, O86 1.428
43 O 0.780 3.015 5.278  C49 1.194
44 C -3.747 -4.358 -6.629  C14 1.501, H48 1.089, O64 1.433, H121 1.089
45 H -0.663 -3.894 -3.336  C42 1.120
46 H -1.240 0.875 2.512  C36 1.110
47 H -1.080 -2.650 1.430  C52 1.119
48 H -4.166 -5.332 -6.876  C44 1.089
49 C 1.008 4.162 5.037  O43 1.194, O93 1.358, O100 1.356
50 O -3.913 -7.557 0.781  C19 1.427, C39 1.361
51 H -6.915 -8.351 1.614  C95 1.089
52 C -0.243 -1.916 1.537  H4 1.114, H47 1.119, C106 1.564, C118 1.568
53 C 2.130 6.030 4.485  H69 1.084, O100 1.435, H114 1.087, C125 1.500
54 H 2.826 -5.614 -6.006  C84 1.089
55 C -0.838 -3.620 -1.120  C3 1.560, H40 1.116, C42 1.571, H79 1.111
56 H -3.231 5.120 4.091  C75 1.093
57 O -4.283 -2.394 -5.576  C14 1.429, C85 1.362
58 C 4.539 -0.400 -1.412  H30 1.115, C70 1.540, H91 1.117, C110 1.583
59 C 2.004 2.009 -0.221  C13 1.446, C65 1.544, C107 1.449
60 C 3.868 7.265 -0.377  C12 1.505, H31 1.093, O102 1.428, H123 1.089
61 H -1.278 -6.309 -2.004  C68 1.114
62 C 1.502 -4.129 -6.874  H18 1.093, H26 1.089, O74 1.426, C84 1.505
63 O 0.835 -6.199 -6.155  C84 1.426, C124 1.357
64 O -4.140 -3.372 -7.591  C44 1.433, C85 1.357
65 C 2.525 2.238 1.215  C7 1.580, H8 1.106, C59 1.544, H101 1.118
66 H 0.747 -2.306 -1.861  C3 1.115
67 H -1.848 2.570 2.576  C36 1.114
68 C -2.291 -5.863 -1.874  H61 1.114, H80 1.118, O86 1.425, H98 1.118
69 H 2.375 5.987 3.429  C53 1.084
70 C 4.691 -1.227 -0.122  C1 1.355, C58 1.540, F97 1.377
71 H -5.172 7.450 3.669  C32 1.093
72 H -5.186 -8.562 -0.523  C19 1.089
73 H -1.918 -2.749 -2.767  C42 1.122
74 O 0.103 -4.298 -7.093  C62 1.426, C124 1.359
75 C -3.497 6.066 3.613  O17 1.425, C32 1.506, H35 1.089, H56 1.093
76 O 2.589 7.922 2.696  C2 1.190
77 C -2.654 7.748 4.838  O16 1.358, O17 1.362, O109 1.189
78 H 0.274 7.009 3.958  C125 1.087
79 H -1.687 -3.643 -0.405  C55 1.111
80 H -3.012 -6.637 -2.238  C68 1.118
81 H 0.455 -3.213 3.231  C106 1.116
82 H 5.668 8.191 0.412  C12 1.092
83 H -0.856 2.328 -2.150  C116 1.105
84 C 1.983 -5.544 -6.691  H5 1.092, H54 1.089, C62 1.505, O63 1.426
85 C -4.319 -2.204 -6.924  O28 1.192, O57 1.362, O64 1.357
86 O -2.523 -4.693 -2.653  C42 1.428, C68 1.425
87 H 0.525 6.832 5.704  C125 1.092
88 O -0.230 2.754 0.499  C13 1.345, C120 1.458
89 O -5.506 -6.955 2.242  C39 1.358, C95 1.426
90 F 5.246 -0.991 2.124  C1 1.346
91 H 5.460 -0.576 -2.019  C58 1.117
92 H 2.766 1.752 4.214  C111 1.116
93 O 0.058 5.080 4.721  C49 1.358, C125 1.432
94 H -2.935 1.248 2.040  C36 1.115
95 C -6.162 -7.680 1.204  H15 1.093, C19 1.505, H51 1.089, O89 1.426
96 O -1.380 -5.848 -6.394  C124 1.191
97 F 3.837 -2.284 0.098  C70 1.377
98 H -2.530 -5.733 -0.790  C68 1.118
99 H 2.079 -0.436 5.147  C23 1.108
100 O 2.246 4.714 5.042  C49 1.356, C53 1.435
101 H 2.504 3.342 1.388  C65 1.118
102 O 3.249 6.827 0.833  C2 1.362, C60 1.428
103 O -3.427 -6.104 2.437  C39 1.190
104 H -3.683 -4.064 -4.483  C14 1.089
105 N 1.117 1.683 -2.686  I6 2.093, N10 1.291, C116 1.336
106 C 0.387 -2.135 2.951  C22 1.573, H25 1.121, C52 1.564, H81 1.116
107 C 2.855 1.515 -1.285  N10 1.340, C59 1.449, C110 1.552
108 H -5.311 6.095 4.807  C32 1.089
109 O -1.864 8.491 5.325  C77 1.189
110 C 4.351 1.143 -1.110  H41 1.116, C58 1.583, C107 1.552, H113 1.104
111 C 2.526 0.977 3.447  C7 1.567, C23 1.581, H38 1.113, H92 1.116
112 H 4.747 9.223 -0.700  C12 1.088
113 H 4.728 1.405 -0.106  C110 1.104
114 H 2.810 6.722 4.977  C53 1.087
115 H -1.273 0.930 0.042  C120 1.119
116 C 0.182 2.113 -1.835  C13 1.459, H83 1.105, N105 1.336
117 H 2.452 -2.163 3.651  C22 1.119
118 C 0.748 -2.157 0.347  C3 1.563, H20 1.117, H33 1.122, C52 1.568
119 H -2.294 2.388 0.013  C120 1.116
120 C -1.427 1.922 0.537  C36 1.561, O88 1.458, H115 1.119, H119 1.116
121 H -2.661 -4.433 -6.622  C44 1.089
122 F 6.931 -0.887 0.603  C1 1.329
123 H 4.491 6.479 -0.801  C60 1.089
124 C -0.255 -5.484 -6.533  O63 1.357, O74 1.359, O96 1.191
125 C 0.688 6.366 4.730  C53 1.500, H78 1.087, H87 1.092, O93 1.432

LUMO level ... -4.6 eV
E ... -102608.5636 eV
Largest force on an atom ... 2.95 eV Å⁻¹
Frontier orbital gap ... 6.74 eV
Total charge ... +1

Löwdin atomic charge list, values in e, 99 entries: atom 1 (C): -0.2745, atom 2 (C): -0.5315, atom 3 (C): -0.2121, atom 4 (H): 0.0777, atom 5 (H): 0.1381, atom 6 (I): 0.9959, atom 7 (C): -0.1647, atom 8 (H): 0.0988, atom 9 (H): 0.0960, atom 10 (N): 0.0626, atom 11 (H): 0.0746, atom 12 (C): -0.1178, atom 13 (C): -0.1798, atom 14 (C): -0.1141, atom 15 (H): 0.1345, atom 16 (O): 0.0726, atom 17 (O): 0.0432, atom 18 (H): 0.1289, atom 19 (C): -0.1235, atom 20 (H): 0.1196, atom 21 (H): 0.0940, atom 22 (C): -0.1934, atom 23 (C): -0.1644, atom 24 (H): 0.1056, atom 25 (H): 0.1071, atom 26 (H): 0.1356, atom 27 (H): 0.1349, atom 28 (O): 0.1466, atom 29 (O): 0.0814, atom 30 (H): 0.1168, atom 31 (H): 0.1344, atom 32 (C): -0.1226, atom 33 (H): 0.0795, atom 34 (H): 0.1020, atom 35 (H): 0.1308, atom 36 (C): -0.0477, atom 37 (H): 0.1357, atom 38 (H): 0.0918, atom 39 (C): -0.5627, atom 40 (H): 0.1234, atom 41 (H): 0.1319, atom 42 (C): -0.2222, atom 43 (O): 0.1386, atom 44 (C): -0.1189, atom 45 (H): 0.1228, atom 46 (H): 0.0552, atom 47 (H): 0.1087, atom 48 (H): 0.1399, atom 49 (C): -0.5649, atom 50 (O): 0.0435, atom 51 (H): 0.1356, atom 52 (C): -0.1890, atom 53 (C): -0.1293, atom 54 (H): 0.1353, atom 55 (C): -0.1886, atom 56 (H): 0.1323, atom 57 (O): 0.0518, atom 58 (C): -0.0821, atom 59 (C): 0.0042, atom 60 (C): -0.1274, atom 61 (H): 0.1023, atom 62 (C): -0.1258, atom 63 (O): 0.0719, atom 64 (O): 0.0676, atom 65 (C): -0.0841, atom 66 (H): 0.1077, atom 67 (H): 0.0881, atom 68 (C): -0.1104, atom 69 (H): 0.1000, atom 70 (C): -0.1802, atom 71 (H): 0.1354, atom 72 (H): 0.1332, atom 73 (H): 0.1262, atom 74 (O): 0.0649, atom 75 (C): -0.1286, atom 76 (O): 0.1548, atom 77 (C): -0.5547, atom 78 (H): 0.1241, atom 79 (H): 0.1136, atom 80 (H): 0.0967, atom 81 (H): 0.1157, atom 82 (H): 0.1375, atom 83 (H): 0.1285, atom 84 (C): -0.1204, atom 85 (C): -0.5665, atom 86 (O): -0.2166, atom 87 (H): 0.1405, atom 88 (O): -0.0166, atom 89 (O): 0.0663, atom 90 (F): 0.1231, atom 91 (H): 0.1319, atom 92 (H): 0.1082, atom 93 (O): 0.0563, atom 94 (H): 0.0979, atom 95 (C): -0.1242, atom 96 (O): 0.1510, atom 97 (F): 0.0447, atom 98 (H): 0.0837, atom 99 (H): 0.1171

---

[3]
Computed, not measured: a cluster of 3 separate species, CH10N5 in total at a distorted geometry, with ωB97M-V with the def2-TZVPD basis set.

Each atom is followed by the atoms it is bonded to, with distances in Å.
Cartesian coordinates (Å):
1 H -0.623 -2.618 -0.104  N9 1.000
2 H -0.211 -2.554 1.419  N9 0.962
3 H 0.169 2.067 -1.144  N6 0.961
4 H 1.458 0.801 1.896  N14 1.042
5 N -0.868 -0.925 -3.049  H8 1.103, N16 1.229
6 N 0.201 1.331 -0.526  H3 0.961, C12 1.322, H13 1.098
7 H -1.305 -1.490 0.883  N9 1.022
8 H -1.916 -1.219 -2.871  N5 1.103
9 N -0.448 -2.004 0.666  H1 1.000, H2 0.962, H7 1.022
10 H 1.605 2.314 1.196  N14 1.025
11 H 0.933 2.029 2.718  N14 1.016
12 C -0.023 0.126 -1.021  N6 1.322, H15 1.141, N16 1.236
13 H 0.296 1.400 0.566  N6 1.098
14 N 0.985 1.718 1.753  H4 1.042, H10 1.025, H11 1.016
15 H 0.093 -0.695 -0.237  C12 1.141
16 N -0.347 -0.280 -2.143  N5 1.229, C12 1.236

LUMO level ... -4.9 eV
E ... -8640.1851 eV
Largest force on an atom ... 4.62 eV Å⁻¹
Energy above the lowest of the compared OMol25 structures with the same formula, charge and spin ... 3.1329 eV
Frontier orbital gap ... 8.82 eV
Total charge ... +1

Calculated atomic charges, method Löwdin, unit e: atom 1 (H): 0.0497, atom 2 (H): 0.0225, atom 3 (H): 0.0880, atom 4 (H): 0.0924, atom 5 (N): 0.1995, atom 6 (N): 0.1411, atom 7 (H): 0.0729, atom 8 (H): 0.1488, atom 9 (N): 0.0529, atom 10 (H): 0.0841, atom 11 (H): 0.0814, atom 12 (C): -0.2108, atom 13 (H): 0.0056, atom 14 (N): 0.0443, atom 15 (H): 0.0995, atom 16 (N): 0.0281